1.
ORCA calculation (ωB97M-V/def2-TZVPD) on a molecular structure, C14H37CrFN3O4Y.

```
61
Properties=species:S:1:pos:R:3:nbo_charge:R:1
Cr -12.32 -9.72 -1.24 1.500
Y -16.57 -10.34 -1.63 2.607
F -14.27 -10.84 -1.61 -0.847
C -10.64 -13.59 -0.88 -0.646
C -11.48 -12.39 -0.70 -0.088
C -11.38 -11.75 0.69 -0.086
O -12.20 -10.59 0.66 -0.610
C -12.17 -10.04 1.97 -0.279
N -10.98 -11.46 -1.69 -0.882
H -11.16 -14.30 -0.24 0.244
H -9.59 -13.51 -0.59 0.255
H -10.73 -14.01 -1.88 0.246
H -12.53 -12.62 -0.89 0.197
H -10.35 -11.46 0.87 0.219
H -11.76 -12.48 1.41 0.230
H -12.75 -9.13 1.92 0.195
H -11.21 -9.74 2.40 0.247
H -12.67 -10.71 2.68 0.212
H -10.94 -11.91 -2.59 0.417
H -9.99 -11.45 -1.46 0.414
C -12.82 -10.23 -4.61 -0.621
C -11.79 -9.19 -4.36 -0.072
C -11.45 -8.12 -5.44 -0.103
O -12.53 -7.21 -5.59 -0.567
C -12.17 -6.09 -6.40 -0.271
N -12.02 -8.55 -3.06 -0.921
H -13.84 -9.85 -4.67 0.197
H -12.65 -10.99 -3.85 0.183
H -12.74 -10.73 -5.57 0.280
H -10.88 -9.77 -4.23 0.207
H -11.18 -8.60 -6.38 0.219
H -10.48 -7.64 -5.31 0.207
H -13.06 -5.52 -6.65 0.221
H -11.61 -6.24 -7.32 0.213
H -11.62 -5.45 -5.70 0.182
H -12.56 -7.74 -3.33 0.426
H -11.16 -8.09 -2.81 0.409
C -17.39 -16.98 -0.65 -0.298
O -17.15 -15.60 -0.36 -0.551
C -18.05 -14.79 -1.05 -0.085
C -18.07 -13.41 -0.51 -0.253
N -16.80 -12.68 -0.83 -0.779
C -15.83 -12.83 0.20 -0.285
C -15.93 -11.74 1.29 -0.105
O -16.31 -10.47 0.74 -0.678
C -16.57 -9.53 1.80 -0.310
H -16.55 -17.55 -0.25 0.225
H -17.54 -17.22 -1.70 0.202
H -18.13 -17.50 -0.03 0.220
H -19.06 -15.18 -0.92 0.240
H -17.80 -14.67 -2.10 0.157
H -18.27 -13.37 0.56 0.243
H -18.91 -12.85 -0.92 0.219
H -16.51 -13.19 -1.65 0.415
H -14.86 -12.79 -0.30 0.215
H -15.77 -13.81 0.69 0.294
H -14.97 -11.82 1.81 0.232
H -16.67 -12.13 1.99 0.238
H -16.79 -8.54 1.40 0.215
H -15.74 -9.32 2.47 0.238
H -17.41 -9.72 2.47 0.259
```

Summary:
Max |F| in eV/Å: 4.217
Gap between HOMO and LUMO (spin up / spin down) in eV: 4.074 / 4.070
Total charge: +4
2S+1: 5
Highest occupied orbital energy (spin up / spin down) in eV: -18.92 / -18.92
Expectation value of S²: 6.0140
E_LUMO (spin up / spin down) in eV: -14.84 / -14.85



2.
ORCA calculation (ωB97M-V/def2-TZVPD) on a gas-phase ion, C2H5BrNO (charge +1).

```
10
Properties=species:S:1:pos:R:3:nbo_charge:R:1
N 1.12 0.20 0.17 -0.695
C 0.02 -0.71 -0.13 -0.320
C -1.46 0.43 -0.07 0.433
O -1.20 1.59 -0.06 -0.498
Br -3.05 -0.42 0.14 0.228
H 1.48 0.13 1.10 0.447
H 0.97 1.18 -0.12 0.464
H 2.05 0.17 -0.31 0.450
H 0.02 -1.05 -1.20 0.253
H 0.04 -1.53 0.47 0.237
```

Summary:
Max |F| in eV/Å: 5.612
Gap between HOMO and LUMO in eV: 11.111
Total charge: +1
Highest occupied orbital energy in eV: -15.08
Energy above the lowest of the compared OMol25 structures with the same formula, charge and spin in kJ/mol: 90.4
E_LUMO in eV: -3.97



3.
ORCA calculation (ωB97M-V/def2-TZVPD) on C8H8O in the gas phase.

```
17
Properties=species:S:1:pos:R:3:nbo_charge:R:1
C -3.40 -0.83 -0.10 -0.690
C -2.23 -0.04 -0.31 -0.103
C -1.25 0.55 -0.63 -0.077
C 0.42 1.34 -0.22 0.271
C 1.33 0.27 -0.42 -0.090
C 2.19 -0.58 -0.40 0.091
C 3.08 -1.71 -0.25 -0.697
C 0.28 2.37 0.77 -0.093
O 0.56 2.64 -0.60 -0.439
H -4.31 -0.44 -0.62 0.240
H -3.47 -0.58 1.00 0.241
H -3.32 -1.97 -0.21 0.239
H 4.11 -1.54 -0.56 0.242
H 2.64 -2.68 -0.67 0.243
H 3.24 -1.98 0.74 0.239
H -0.87 2.46 1.08 0.196
H 0.99 2.67 1.39 0.188
```

Summary:
Max |F| in eV/Å: 6.255
Gap between HOMO and LUMO in eV: 10.271
Total charge: 0
Highest occupied orbital energy in eV: -9.44
Energy above the lowest of the compared OMol25 structures with the same formula, charge and spin in kJ/mol: 626.5
E_LUMO in eV: 0.83



4.
ORCA calculation (ωB97M-V/def2-TZVPD) on 3 unconnected molecules or ions with the total composition C38H74BN3O8PS.

```
126
Properties=species:S:1:pos:R:3:mulliken_charge:R:1
C -4.78 3.27 2.61 -0.872
C -3.67 2.94 3.45 -0.028
C -2.35 2.65 4.37 -0.221
P -0.85 1.82 3.43 1.778
C -1.97 0.64 2.41 0.104
C -2.95 -0.37 3.33 -0.944
C -0.82 3.34 2.30 -0.556
C -1.44 3.32 0.83 -0.939
C -0.76 2.36 -0.31 1.400
C -1.83 2.39 -1.60 -0.720
O -1.16 2.39 -2.90 -0.257
C -1.08 1.03 -3.48 0.236
O -0.10 0.80 -4.38 -0.543
C 0.12 2.86 4.68 -0.857
C 1.69 2.54 4.94 -0.604
C 2.75 3.13 3.83 0.295
C 4.23 2.40 4.05 -0.587
N 5.29 2.90 3.08 -0.039
C 6.60 2.35 3.60 -0.682
C 5.10 2.26 1.70 0.614
C 4.76 3.25 0.40 -0.904
O 5.23 0.93 1.57 -0.528
O -0.61 0.50 4.55 -0.806
C 0.31 -0.58 4.07 1.297
C 1.04 -1.55 5.17 -0.888
C 0.52 -3.13 5.02 -0.439
C 1.54 -4.08 4.16 -0.627
C 0.91 -4.67 2.75 -0.115
S 2.39 -5.21 1.67 -0.164
C 2.18 -4.56 -0.08 0.199
N 3.21 -4.08 -1.10 -0.268
N 2.68 -3.63 -2.33 -0.318
C 1.17 -3.76 -2.24 -0.003
O 0.93 -4.35 -0.88 0.062
C 1.20 0.04 2.81 1.552
C 1.80 -1.02 1.73 0.001
B 1.08 -1.12 0.28 0.524
O 1.86 -0.64 -0.92 -0.749
O -0.26 -1.68 -0.03 -0.569
O 0.53 1.28 2.43 0.101
H -5.71 3.75 2.07 0.313
H -2.60 1.97 5.29 0.293
H -2.06 3.71 4.82 0.457
H -2.71 1.11 1.66 0.450
H -1.34 -0.14 1.76 -0.671
H -3.16 0.02 4.40 0.172
H -4.00 -0.47 2.79 0.278
H -2.53 -1.45 3.42 0.164
H 0.33 3.65 2.20 0.074
H -1.31 4.28 2.86 0.384
H -1.36 4.43 0.39 0.327
H -2.61 3.10 0.81 0.091
H 0.31 2.68 -0.66 0.148
H -0.72 1.24 0.01 -0.828
H -2.45 1.37 -1.54 0.264
H -2.66 3.24 -1.47 0.270
H -1.80 0.14 -3.25 0.290
H -0.40 2.68 5.74 0.307
H 0.06 4.04 4.51 0.217
H 1.89 1.40 5.24 0.036
H 1.97 3.12 5.95 0.449
H 2.94 4.27 4.10 0.375
H 2.37 3.10 2.72 -0.514
H 4.11 1.23 3.96 0.174
H 4.55 2.60 5.18 0.279
H 7.30 2.21 2.64 0.295
H 6.42 1.27 4.03 0.255
H 7.09 3.02 4.42 0.247
H 5.35 4.27 0.57 0.304
H 3.60 3.43 0.32 0.123
H 5.22 2.69 -0.55 0.324
H -0.35 -1.37 3.47 -0.992
H 0.72 -1.22 6.26 0.299
H 2.20 -1.56 5.01 0.231
H 0.48 -3.57 6.13 0.330
H -0.57 -3.22 4.60 0.296
H 2.52 -3.46 3.95 0.339
H 1.84 -5.03 4.80 0.350
H 0.36 -3.78 2.18 -0.229
H 0.18 -5.58 2.90 0.451
H 0.35 -3.46 -3.05 0.297
H 2.21 0.32 3.39 -1.622
H 1.81 -2.08 2.22 -0.536
H 2.94 -0.73 1.55 0.041
H 1.66 0.32 -1.09 0.238
H -0.57 -2.09 0.85 0.112
C -2.21 -4.78 0.34 -0.807
C -2.02 -6.07 -0.45 -0.469
C -2.31 -5.90 -1.94 -0.330
C -3.74 -5.50 -2.29 -0.784
C -4.83 -6.45 -1.79 -0.443
C -4.72 -7.85 -2.38 -1.195
H -3.24 -4.42 0.29 0.443
H -1.97 -4.95 1.40 0.317
H -1.55 -3.99 -0.03 -0.017
H -2.66 -6.85 -0.02 0.455
H -0.99 -6.40 -0.32 0.273
H -2.05 -6.84 -2.45 0.370
H -1.63 -5.14 -2.35 -0.070
H -3.82 -5.42 -3.39 0.449
H -3.95 -4.49 -1.90 0.291
H -5.81 -6.03 -2.05 0.390
H -4.81 -6.51 -0.69 0.244
H -4.79 -7.81 -3.47 0.287
H -5.54 -8.48 -2.01 0.380
H -3.78 -8.33 -2.11 0.285
C 0.79 1.69 -7.47 -0.919
C 1.18 3.11 -7.11 -0.458
C 0.01 3.94 -6.57 -0.276
C -1.15 4.15 -7.55 -0.694
C -0.76 4.82 -8.87 -0.391
C -0.22 6.23 -8.69 -1.181
H 0.04 1.67 -8.27 0.297
H 1.67 1.14 -7.83 0.371
H 0.39 1.16 -6.60 0.078
H 1.63 3.61 -7.97 0.307
H 1.96 3.08 -6.34 0.364
H 0.39 4.91 -6.23 0.271
H -0.39 3.45 -5.67 0.024
H -1.92 4.75 -7.05 0.384
H -1.62 3.18 -7.77 0.328
H -1.66 4.87 -9.51 0.349
H -0.03 4.21 -9.41 0.247
H -0.96 6.87 -8.19 0.289
H 0.01 6.67 -9.66 0.373
H 0.70 6.24 -8.10 0.284
```

Summary:
Max |F| in eV/Å: 9.580
Gap between HOMO and LUMO in eV: 7.193
Total charge: -1
Highest occupied orbital energy in eV: -5.23
E_LUMO in eV: 1.96



5.
ORCA calculation (ωB97M-V/def2-TZVPD) on a gas-phase ion, C4H9N2O (charge +1).

```
16
Properties=species:S:1:pos:R:3:nbo_charge:R:1
C -1.51 0.16 0.11 0.444
C 1.66 0.33 0.04 0.478
C -2.83 -0.44 -0.16 -0.718
C 3.08 0.08 -0.03 -0.747
N -0.42 -0.82 0.03 -0.282
N -1.02 1.30 0.31 -0.687
O 0.92 -0.67 -0.13 -0.175
H 1.50 1.41 0.25 0.259
H -3.16 -0.99 0.80 0.268
H -2.83 -1.11 -1.00 0.256
H -3.61 0.30 -0.23 0.275
H 3.71 0.70 0.55 0.282
H 3.50 0.31 -0.97 0.300
H 3.33 -0.96 0.11 0.265
H -0.71 -1.72 -0.16 0.396
H -1.61 2.10 0.47 0.385
```

Summary:
Max |F| in eV/Å: 3.755
Gap between HOMO and LUMO in eV: 9.230
Total charge: +1
Highest occupied orbital energy in eV: -14.30
Energy above the lowest of the compared OMol25 structures with the same formula, charge and spin in kJ/mol: 496.3
E_LUMO in eV: -5.07



6.
ORCA calculation (ωB97M-V/def2-TZVPD) on a molecular structure, C27H30N6O4S2Se2V.

```
72
Properties=species:S:1:pos:R:3:mulliken_spin:R:1
V 0.60 0.69 -0.32 1.563
C -5.94 -1.66 1.96 -0.001
N -5.09 -1.29 3.08 -0.001
C -5.39 -1.50 4.41 -0.001
C -4.35 -1.02 5.12 -0.001
N -3.43 -0.52 4.23 -0.001
C -2.16 0.08 4.59 0.001
C -3.89 -0.69 2.97 -0.003
Se -3.05 -0.17 1.39 -0.022
H -6.96 -1.76 2.34 0.000
H -5.62 -2.61 1.54 0.000
H -5.89 -0.89 1.21 0.000
H -6.30 -1.96 4.72 0.000
H -4.19 -0.98 6.18 0.000
H -2.31 0.72 5.47 0.000
H -1.82 0.68 3.75 0.002
H -1.43 -0.69 4.82 -0.002
C -6.48 -1.57 -3.54 0.000
C -5.12 -1.55 -2.94 0.005
C -4.71 -2.56 -2.07 -0.001
C -3.47 -2.55 -1.49 0.002
C -3.10 -3.64 -0.53 0.000
C -2.59 -1.44 -1.76 0.009
C -1.42 -1.41 -1.02 0.008
O -0.61 -0.38 -1.00 -0.026
C -2.99 -0.42 -2.70 0.002
C -2.08 0.69 -3.14 0.003
C -4.23 -0.50 -3.25 -0.002
H -6.90 -2.58 -3.55 0.000
H -6.48 -1.17 -4.55 0.000
H -7.15 -0.94 -2.94 0.001
H -5.39 -3.38 -1.86 0.000
H -3.85 -4.43 -0.55 0.000
H -3.04 -3.24 0.48 0.000
H -2.14 -4.10 -0.77 0.000
H -1.08 -2.27 -0.45 0.002
H -1.09 0.32 -3.43 -0.002
H -1.94 1.42 -2.33 0.002
H -2.51 1.20 -3.99 0.001
H -4.54 0.24 -3.97 0.000
C -3.32 3.86 -0.05 0.002
N -2.27 4.07 -1.05 -0.002
C -2.41 4.86 -2.17 -0.001
C -1.24 4.80 -2.85 -0.002
N -0.40 4.00 -2.11 -0.002
C -1.03 3.56 -1.02 0.004
S -0.46 2.61 0.32 -0.078
H -3.30 4.69 0.67 0.000
H -3.14 2.92 0.47 -0.001
H -4.27 3.83 -0.57 0.000
H -3.32 5.38 -2.38 0.000
H -0.93 5.25 -3.77 0.000
H 0.53 3.70 -2.43 0.002
O 1.33 0.74 -4.46 0.001
S 1.96 1.74 -3.65 -0.001
O 1.70 3.13 -3.90 0.001
N 1.61 1.46 -2.03 -0.017
C 2.72 1.20 -1.36 -0.004
O 2.54 0.87 -0.14 -0.024
C 3.97 1.23 -2.11 0.000
C 5.27 1.01 -1.68 0.002
C 6.27 1.05 -2.65 0.000
C 5.97 1.29 -3.99 0.001
C 4.66 1.51 -4.42 -0.001
C 3.68 1.47 -3.45 -0.002
H 5.49 0.81 -0.65 0.000
H 7.30 0.88 -2.36 0.000
H 6.77 1.31 -4.71 0.000
H 4.43 1.70 -5.45 0.000
Se 1.94 -0.16 3.98 -0.389
C 1.13 0.04 2.49 0.172
N 0.56 0.18 1.45 -0.197
```

Summary:
Max |F| in eV/Å: 2.281
Gap between HOMO and LUMO (spin up / spin down) in eV: 3.925 / 5.539
Total charge: +2
2S+1: 2
Highest occupied orbital energy (spin up / spin down) in eV: -12.15 / -12.21
Expectation value of S²: 1.1912
Energy above the lowest of the compared OMol25 structures with the same formula, charge and spin in kJ/mol: 55.3
E_LUMO (spin up / spin down) in eV: -8.23 / -6.67